The following is a quantum chemistry calculation of a 6-piece molecular cluster, C13H37NO6 overall in a non-equilibrium geometry, from the Open Molecules 2025 dataset.

CARTESIAN COORDINATES (ANGSTROEM)
O 1.99 0.07 -1.55
H 2.22 -0.17 -0.62
H 1.92 1.06 -1.44
O -0.89 0.50 -2.73
H -1.25 -0.41 -2.79
H 0.07 0.35 -2.60
O 0.87 3.59 -1.51
H -0.10 3.48 -1.49
H 0.93 4.08 -2.33
C -3.58 4.38 -1.96
C -3.09 2.95 -2.07
O -1.79 3.06 -2.45
H -3.15 4.83 -1.07
H -4.64 4.58 -1.96
H -3.06 4.93 -2.75
H -3.80 2.43 -2.71
H -3.11 2.38 -1.09
H -1.47 2.17 -2.63
C 1.16 -3.14 -3.57
C -0.28 -2.75 -3.66
O -0.76 -2.35 -2.38
H 1.72 -2.41 -2.91
H 1.65 -3.04 -4.56
H 1.34 -4.13 -3.15
H -1.04 -3.50 -4.05
H -0.22 -1.84 -4.29
H -0.10 -2.46 -1.73
C 1.93 -2.97 2.01
C 0.90 -1.84 1.95
C -0.10 -2.14 3.08
C -1.05 -0.99 3.44
C -0.30 0.33 3.47
C 0.69 0.61 2.42
N 1.58 -0.61 2.33
O 2.54 -0.35 1.32
C 0.02 1.10 1.13
C 1.66 1.73 2.89
C 0.20 -1.92 0.56
H 2.44 -2.96 2.96
H 2.72 -2.91 1.21
H 1.31 -3.84 1.87
H -0.68 -3.06 2.90
H 0.49 -2.26 3.99
H -1.56 -1.32 4.30
H -1.80 -0.89 2.68
H 0.12 0.56 4.43
H -0.97 1.18 3.36
H 0.63 1.60 0.36
H -0.57 0.44 0.54
H -0.69 1.89 1.42
H 2.42 1.88 2.13
H 1.17 2.67 2.88
H 2.18 1.55 3.85
H -0.78 -1.50 0.71
H 0.00 -2.95 0.24
H 0.63 -1.30 -0.23
H 3.35 -0.36 1.83

lowest unoccupied orbital energy = 0.64 eV
gap between HOMO and LUMO = 9.95 eV
structure (SMILES) = CC1(C)CCCC(C)(C)N1O.CCO.CCO.O.O.O
2S+1 = 1
energy relative to the best compared isomer or geometry (same formula, charge and spin) = 18.30 kcal/mol


The following is a quantum chemistry calculation of a 5-piece molecular cluster, C13H38N4O7 overall in a non-equilibrium geometry, from the Open Molecules 2025 dataset.

CARTESIAN COORDINATES (ANGSTROEM)
C -4.09 -5.67 3.45
O -4.83 -4.86 2.85
N -3.29 -6.53 2.85
N -4.01 -5.72 4.77
H -2.76 -7.17 3.44
H -3.20 -6.63 1.85
H -3.28 -6.30 5.16
H -4.56 -5.12 5.37
C 2.20 -2.24 10.06
O 1.38 -2.08 8.92
C 1.67 -2.82 7.80
C 0.81 -2.33 6.58
N 1.04 -0.91 6.27
C 0.18 -0.33 5.23
C 0.26 -0.97 3.83
O -0.24 -0.24 2.78
C -0.30 -0.90 1.50
H 2.17 -3.32 10.21
H 2.03 -1.70 10.99
H 3.22 -2.04 9.74
H 1.64 -3.89 8.04
H 2.69 -2.71 7.44
H -0.24 -2.45 6.84
H 0.83 -3.00 5.72
H 1.05 -0.32 7.08
H 0.43 0.71 5.03
H -0.79 -0.23 5.73
H 0.00 -2.03 3.90
H 1.31 -1.10 3.60
H -1.17 -0.55 0.95
H -0.38 -1.99 1.58
H 0.55 -0.67 0.87
C -1.30 4.73 -5.42
O -0.77 4.31 -6.67
C 0.67 3.86 -6.59
C 0.97 2.87 -7.74
N 1.80 3.47 -8.83
C 3.14 3.73 -8.30
C 4.08 4.07 -9.45
O 4.37 2.95 -10.28
C 5.12 1.86 -9.69
H -1.37 3.86 -4.76
H -2.21 5.18 -5.80
H -0.84 5.60 -4.95
H 0.79 3.32 -5.65
H 1.26 4.78 -6.55
H 0.11 2.35 -8.14
H 1.49 1.98 -7.40
H 1.76 2.88 -9.64
H 3.55 2.84 -7.82
H 3.14 4.53 -7.55
H 4.99 4.60 -9.16
H 3.68 4.84 -10.11
H 5.42 1.15 -10.47
H 4.51 1.28 -9.00
H 5.93 2.19 -9.05
O -5.04 0.90 1.75
H -4.26 0.98 1.19
H -4.99 0.01 2.10
O -9.06 0.48 4.74
H -8.88 -0.44 4.59
H -8.39 0.95 4.25

lowest unoccupied orbital energy = 0.24 eV
gap between HOMO and LUMO = 8.81 eV
structure (SMILES) = COCCNCCOC.COCCNCCOC.NC(N)=O.O.O
2S+1 = 1
energy relative to the best compared isomer or geometry (same formula, charge and spin) = 6.18 kcal/mol


The following is a quantum chemistry calculation of a 13-piece molecular cluster, C13H39N13O26 overall in a non-equilibrium geometry, from the Open Molecules 2025 dataset.

CARTESIAN COORDINATES (ANGSTROEM)
C 1.36 5.94 -1.50
N 0.34 4.90 -1.51
O -0.67 5.08 -2.18
O 0.58 3.85 -0.96
H 2.19 5.40 -1.95
H 1.64 6.09 -0.46
H 1.08 6.84 -2.05
C -3.26 2.94 -2.10
N -2.88 2.96 -0.68
O -2.77 4.05 -0.08
O -2.58 1.92 -0.14
H -3.14 3.98 -2.43
H -4.24 2.48 -2.25
H -2.54 2.24 -2.53
C 4.28 -0.98 1.67
N 5.03 -1.96 0.85
O 4.59 -3.08 0.72
O 6.09 -1.56 0.39
H 3.43 -0.76 1.03
H 4.92 -0.11 1.85
H 3.92 -1.45 2.59
C -1.85 -3.51 1.84
N -1.87 -2.89 3.25
O -2.39 -1.79 3.35
O -1.29 -3.42 4.15
H -2.89 -3.54 1.49
H -1.50 -4.52 2.02
H -1.19 -2.99 1.15
C 2.78 -4.23 3.27
N 1.65 -3.96 2.35
O 1.14 -4.90 1.85
O 1.36 -2.79 2.12
H 3.57 -4.62 2.63
H 2.45 -4.97 4.00
H 3.13 -3.32 3.77
C 1.86 -1.93 -3.25
N 2.37 -2.26 -1.87
O 2.06 -3.37 -1.46
O 2.90 -1.34 -1.24
H 0.97 -2.46 -3.60
H 2.62 -2.18 -3.99
H 1.61 -0.87 -3.24
C -3.18 3.25 3.25
N -2.08 2.32 3.66
O -1.40 2.58 4.65
O -2.08 1.24 3.09
H -2.66 3.97 2.62
H -3.58 3.76 4.12
H -3.89 2.72 2.62
C -0.37 -0.42 -0.06
N 0.64 0.59 -0.34
O 0.78 0.95 -1.45
O 1.35 0.98 0.59
H 0.07 -1.21 0.54
H -0.92 -0.77 -0.93
H -1.11 0.11 0.53
C -4.27 -0.36 1.28
N -5.24 -1.48 1.18
O -6.37 -1.17 0.82
O -4.89 -2.58 1.51
H -4.06 -0.19 2.33
H -4.77 0.45 0.75
H -3.33 -0.65 0.79
C -2.41 -1.61 -4.72
N -1.31 -0.73 -4.32
O -0.38 -0.57 -5.06
O -1.46 -0.05 -3.26
H -2.02 -2.45 -5.30
H -3.10 -1.05 -5.34
H -2.82 -2.03 -3.80
C 3.78 1.73 -1.26
N 4.92 2.48 -1.95
O 4.78 3.68 -1.98
O 5.87 1.81 -2.38
H 2.90 2.37 -1.32
H 4.06 1.45 -0.24
H 3.75 0.82 -1.86
C 1.05 3.82 1.91
N 0.96 5.23 2.51
O 1.71 5.51 3.48
O 0.33 6.07 1.95
H 1.90 3.79 1.22
H 0.05 3.63 1.53
H 1.25 3.07 2.67
C -0.85 -5.41 -1.27
N -1.33 -4.14 -1.92
O -1.72 -3.24 -1.20
O -1.23 -4.09 -3.13
H -1.10 -5.50 -0.21
H 0.23 -5.31 -1.42
H -1.34 -6.23 -1.78

lowest unoccupied orbital energy (spin up / spin down) = -5.73 / -10.24 eV
gap between HOMO and LUMO (spin up / spin down) = 7.28 / 2.77 eV
charge = +1
2S+1 = 2
energy relative to the best compared isomer or geometry (same formula, charge and spin) = 0.00 kcal/mol


The following is a quantum chemistry calculation of C13H3Cl5HgNO5 as an isolated structure in a non-equilibrium geometry, from the Open Molecules 2025 dataset.

CARTESIAN COORDINATES (ANGSTROEM)
Hg -0.24 0.02 0.17
O -5.06 -0.79 -3.63
C -3.84 -0.61 -2.97
C -3.27 0.65 -2.81
C -2.09 0.79 -2.11
N -1.47 -0.32 -1.58
C -2.02 -1.56 -1.73
C -3.19 -1.74 -2.41
C -1.24 -2.72 -1.09
O -1.62 -3.87 -1.32
O -0.25 -2.37 -0.37
C -1.42 2.12 -1.86
O -1.88 3.13 -2.43
O -0.41 2.10 -1.07
H -5.40 0.08 -3.84
H -3.74 1.55 -3.21
H -3.59 -2.74 -2.52
Cl -3.03 0.16 1.72
C -1.71 0.38 2.82
C -0.41 0.35 2.35
C 0.60 0.53 3.27
Cl 2.25 0.50 2.74
C 0.35 0.73 4.64
Cl 1.65 0.95 5.75
C -0.97 0.75 5.07
Cl -1.31 1.00 6.75
C -2.01 0.58 4.18
Cl -3.65 0.60 4.72

lowest unoccupied orbital energy (spin up / spin down) = 3.86 / 3.84 eV
gap between HOMO and LUMO (spin up / spin down) = 2.04 / 6.03 eV
charge = -2
2S+1 = 2


The following is a quantum chemistry calculation of a 13-piece molecular cluster, C13H40BNO20 overall in a non-equilibrium geometry, from the Open Molecules 2025 dataset.

CARTESIAN COORDINATES (ANGSTROEM)
C 2.84 -1.99 4.33
C 1.76 -2.22 3.18
C 2.44 -3.33 2.37
C 1.50 -3.87 1.26
C 0.22 -4.37 1.98
C -0.50 -3.33 2.86
N 0.44 -2.62 3.77
O -0.19 -1.63 4.64
C -1.64 -4.08 3.66
C -1.20 -2.33 1.90
C 1.74 -0.91 2.32
H 2.94 -2.86 4.98
H 2.67 -1.12 4.95
H 3.81 -1.85 3.86
H 2.81 -4.17 2.95
H 3.32 -2.86 1.94
H 1.98 -4.75 0.82
H 1.31 -3.12 0.50
H 0.45 -5.25 2.58
H -0.50 -4.79 1.28
H -2.26 -4.73 3.05
H -2.33 -3.42 4.19
H -1.18 -4.73 4.40
H -0.57 -2.05 1.06
H -1.50 -1.40 2.37
H -2.11 -2.69 1.43
H 2.31 -0.91 1.39
H 2.11 -0.10 2.96
H 0.76 -0.64 1.93
O -2.99 3.97 -3.37
C -2.29 3.31 -2.60
O -1.22 2.53 -2.88
B -0.66 1.90 -1.61
O -1.62 2.38 -0.59
C -2.56 3.22 -1.06
O -3.43 3.77 -0.39
O 0.75 2.33 -1.30
C 1.48 1.24 -1.04
O 2.70 1.24 -0.81
C 0.55 0.01 -1.25
O -0.60 0.46 -1.71
O 0.92 -1.19 -1.20
O 3.07 4.20 -0.54
H 3.15 4.20 0.41
H 2.30 3.67 -0.72
O 5.36 0.50 0.16
H 4.53 0.98 0.19
H 6.01 1.18 -0.04
O -2.67 2.97 2.53
H -1.85 3.18 2.07
H -2.80 2.04 2.34
O 3.88 -1.91 -0.60
H 2.92 -1.91 -0.60
H 4.12 -0.98 -0.52
O -2.08 5.10 -6.05
H -2.80 4.77 -6.59
H -2.38 4.98 -5.15
O -1.72 -1.09 -4.25
H -1.87 -0.60 -3.44
H -2.54 -1.00 -4.74
O -6.36 4.62 0.73
H -6.17 5.54 0.92
H -5.51 4.18 0.82
O -5.67 4.66 -2.68
H -5.78 5.38 -2.06
H -4.73 4.49 -2.70
O -2.27 -1.73 -1.07
H -1.35 -1.75 -1.34
H -2.48 -2.65 -0.88
O 3.34 -1.78 -3.91
H 2.68 -1.46 -4.53
H 2.86 -1.87 -3.08
O 1.67 2.87 -4.88
H 1.06 3.61 -4.93
H 1.59 2.56 -3.98

lowest unoccupied orbital energy (spin up / spin down) = 1.30 / 1.30 eV
gap between HOMO and LUMO (spin up / spin down) = 8.64 / 9.45 eV
charge = -1
2S+1 = 2
energy relative to the best compared isomer or geometry (same formula, charge and spin) = 0.00 kcal/mol


The following is a quantum chemistry calculation of C13H40N4O10P4SbTi as an isolated structure in a non-equilibrium geometry, from the Open Molecules 2025 dataset.

CARTESIAN COORDINATES (ANGSTROEM)
Ti 0.12 0.16 1.01
C -2.28 -3.89 -0.68
N -1.63 -3.01 -1.67
C -1.80 -3.44 -3.06
P -0.51 -2.00 -1.15
O -1.03 -1.03 -0.09
O -0.14 -1.06 -2.42
P 0.00 0.55 -2.21
O 0.70 0.71 -0.85
N 0.94 1.18 -3.34
C 2.40 1.00 -3.28
C 0.44 1.53 -4.68
N -1.51 1.12 -2.34
C -2.62 0.29 -2.82
C -1.91 2.27 -1.53
N 0.84 -2.77 -0.68
C 2.05 -2.11 -0.18
C 1.22 -3.99 -1.44
H -1.83 -4.88 -0.70
H -3.34 -3.96 -0.92
H -2.19 -3.47 0.32
H -1.47 -4.47 -3.18
H -1.23 -2.80 -3.73
H -2.85 -3.37 -3.33
H 2.73 0.84 -2.26
H 2.87 1.91 -3.65
H 2.71 0.17 -3.91
H -0.62 1.77 -4.64
H 0.61 0.71 -5.38
H 0.98 2.41 -5.02
H -2.28 -0.45 -3.54
H -3.33 0.94 -3.33
H -3.13 -0.22 -2.00
H -1.13 3.03 -1.52
H -2.15 1.98 -0.50
H -2.80 2.71 -1.98
H 1.90 -1.34 0.59
H 2.62 -1.66 -1.00
H 2.67 -2.86 0.32
H 0.33 -4.54 -1.74
H 1.81 -4.63 -0.78
H 1.81 -3.73 -2.32
C 0.59 -0.95 5.52
C -0.56 -0.54 4.60
O -1.80 -0.39 5.29
P -0.90 -1.82 3.35
O -1.06 -3.23 4.03
O -2.36 -1.57 2.82
O 0.07 -1.74 2.23
P -0.16 1.05 3.75
O -1.38 1.19 2.69
O 0.07 2.16 4.67
O 0.90 0.65 2.67
H 0.30 -1.81 6.12
H 0.84 -0.12 6.19
H 1.50 -1.18 4.95
H -1.65 0.05 6.14
H -0.28 -3.65 4.41
H -3.05 -1.56 3.50
H -2.19 1.63 2.97
C 1.18 4.32 -0.99
Sb 0.91 3.33 0.88
C 1.11 4.99 2.18
C 2.92 2.64 1.07
H 2.18 4.75 -1.00
H 0.45 5.12 -1.11
H 1.08 3.63 -1.83
H 2.02 5.53 1.90
H 1.19 4.63 3.20
H 0.26 5.66 2.10
H 3.59 3.46 0.80
H 3.13 1.80 0.40
H 3.12 2.34 2.09

lowest unoccupied orbital energy (spin up / spin down) = -6.15 / -5.84 eV
gap between HOMO and LUMO (spin up / spin down) = 7.26 / 7.61 eV
charge = +2
2S+1 = 2
energy relative to the best compared isomer or geometry (same formula, charge and spin) = 13.10 kcal/mol


The following is a quantum chemistry calculation of a 7-piece molecular cluster, C13H40O7 overall in a non-equilibrium geometry, from the Open Molecules 2025 dataset.

CARTESIAN COORDINATES (ANGSTROEM)
C 2.64 -0.28 -3.19
C 3.30 -0.09 -4.54
C 2.48 0.81 -5.45
O 4.62 0.41 -4.36
H 1.61 -0.63 -3.26
H 2.58 0.71 -2.71
H 3.23 -0.90 -2.52
H 3.44 -1.04 -5.06
H 1.54 0.29 -5.67
H 2.98 0.95 -6.41
H 2.25 1.77 -4.98
H 4.62 1.37 -4.22
C -2.30 -1.78 3.02
C -2.99 -0.73 3.85
C -2.28 -0.46 5.15
O -2.95 0.51 3.11
H -2.89 -2.07 2.13
H -2.10 -2.70 3.58
H -1.33 -1.49 2.63
H -4.03 -1.02 4.03
H -1.20 -0.42 5.02
H -2.41 -1.29 5.86
H -2.64 0.44 5.64
H -2.76 0.28 2.20
C -0.42 0.75 -1.65
C -1.44 1.01 -0.57
C -2.47 -0.10 -0.48
O -0.73 1.12 0.68
H 0.42 1.44 -1.56
H -0.77 0.91 -2.67
H 0.01 -0.25 -1.54
H -1.96 1.95 -0.76
H -2.97 -0.10 -1.45
H -3.20 -0.06 0.32
H -1.92 -1.04 -0.41
H -0.23 0.29 0.74
C 2.77 1.73 1.09
O 4.19 1.79 1.01
H 2.27 2.39 0.38
H 2.39 0.74 0.80
H 2.46 1.96 2.10
H 4.42 1.98 0.10
C -0.69 4.10 2.27
O -0.13 3.91 0.99
H -1.78 3.97 2.30
H -0.27 3.36 2.97
H -0.48 5.11 2.61
H -0.36 3.01 0.72
C 1.89 -1.81 2.11
O 0.79 -1.33 1.33
H 1.75 -2.85 2.39
H 2.80 -1.77 1.51
H 1.95 -1.13 2.95
H 0.52 -1.92 0.61
C -2.60 -3.54 -2.37
O -1.53 -3.34 -1.46
H -3.57 -3.54 -1.87
H -2.57 -2.76 -3.13
H -2.51 -4.49 -2.92
H -1.44 -4.17 -0.99

lowest unoccupied orbital energy = 0.21 eV
gap between HOMO and LUMO = 9.70 eV
structure (SMILES) = CC(C)O.CC(C)O.CC(C)O.CO.CO.CO.CO
2S+1 = 1
energy relative to the best compared isomer or geometry (same formula, charge and spin) = 39.14 kcal/mol


Repeat the sixth record exactly.
The following is a quantum chemistry calculation of C13H40N4O10P4SbTi as an isolated structure in a non-equilibrium geometry, from the Open Molecules 2025 dataset.

CARTESIAN COORDINATES (ANGSTROEM)
Ti 0.12 0.16 1.01
C -2.28 -3.89 -0.68
N -1.63 -3.01 -1.67
C -1.80 -3.44 -3.06
P -0.51 -2.00 -1.15
O -1.03 -1.03 -0.09
O -0.14 -1.06 -2.42
P 0.00 0.55 -2.21
O 0.70 0.71 -0.85
N 0.94 1.18 -3.34
C 2.40 1.00 -3.28
C 0.44 1.53 -4.68
N -1.51 1.12 -2.34
C -2.62 0.29 -2.82
C -1.91 2.27 -1.53
N 0.84 -2.77 -0.68
C 2.05 -2.11 -0.18
C 1.22 -3.99 -1.44
H -1.83 -4.88 -0.70
H -3.34 -3.96 -0.92
H -2.19 -3.47 0.32
H -1.47 -4.47 -3.18
H -1.23 -2.80 -3.73
H -2.85 -3.37 -3.33
H 2.73 0.84 -2.26
H 2.87 1.91 -3.65
H 2.71 0.17 -3.91
H -0.62 1.77 -4.64
H 0.61 0.71 -5.38
H 0.98 2.41 -5.02
H -2.28 -0.45 -3.54
H -3.33 0.94 -3.33
H -3.13 -0.22 -2.00
H -1.13 3.03 -1.52
H -2.15 1.98 -0.50
H -2.80 2.71 -1.98
H 1.90 -1.34 0.59
H 2.62 -1.66 -1.00
H 2.67 -2.86 0.32
H 0.33 -4.54 -1.74
H 1.81 -4.63 -0.78
H 1.81 -3.73 -2.32
C 0.59 -0.95 5.52
C -0.56 -0.54 4.60
O -1.80 -0.39 5.29
P -0.90 -1.82 3.35
O -1.06 -3.23 4.03
O -2.36 -1.57 2.82
O 0.07 -1.74 2.23
P -0.16 1.05 3.75
O -1.38 1.19 2.69
O 0.07 2.16 4.67
O 0.90 0.65 2.67
H 0.30 -1.81 6.12
H 0.84 -0.12 6.19
H 1.50 -1.18 4.95
H -1.65 0.05 6.14
H -0.28 -3.65 4.41
H -3.05 -1.56 3.50
H -2.19 1.63 2.97
C 1.18 4.32 -0.99
Sb 0.91 3.33 0.88
C 1.11 4.99 2.18
C 2.92 2.64 1.07
H 2.18 4.75 -1.00
H 0.45 5.12 -1.11
H 1.08 3.63 -1.83
H 2.02 5.53 1.90
H 1.19 4.63 3.20
H 0.26 5.66 2.10
H 3.59 3.46 0.80
H 3.13 1.80 0.40
H 3.12 2.34 2.09

lowest unoccupied orbital energy (spin up / spin down) = -6.15 / -5.84 eV
gap between HOMO and LUMO (spin up / spin down) = 7.26 / 7.61 eV
charge = +2
2S+1 = 2
energy relative to the best compared isomer or geometry (same formula, charge and spin) = 13.10 kcal/mol


Look up the 2S+1 of the fifth one.
2


Which value of 2S+1 does entry 6 give?
2